Entry 1:
Molecular formula: C5H7N
Method: DFT, wB97M-V/def2-TZVPD

Structure (XYZ):
```
13
Properties=species:S:1:pos:R:3:mulliken_charge:R:1
H -0.585 1.139 -0.965 0.295
N 0.089 -0.747 -0.204 -0.337
H 1.148 -0.152 -2.027 0.227
C 1.367 -0.180 0.172 -0.361
H 1.553 -1.813 -1.350 0.228
H -1.723 -0.205 -1.094 0.318
C 1.176 -0.812 -1.159 -0.351
H 1.447 0.908 0.194 0.225
H 1.894 -0.688 0.974 0.232
H -2.060 0.883 3.046 0.393
C -0.957 0.236 -0.448 -0.533
C -1.818 0.772 2.013 0.047
C -1.514 0.595 0.863 -0.383
```

SMILES ... C#CCN1CC1
Spin multiplicity ... 1
Relative energy (zero: lowest compared OMol25 entry of this formula, charge and spin) ... 320.6 kJ/mol
LUMO level ... 1.2 eV



Entry 2:
Molecular formula: C6H8N
Method: DFT, wB97M-V/def2-TZVPD

Structure (XYZ):
```
15
Properties=species:S:1:pos:R:3:mulliken_charge:R:1
C 1.962 0.190 -0.317 0.203
H -0.050 0.132 1.856 0.348
C 3.154 0.331 0.090 -0.490
H -2.312 0.778 1.464 0.396
H -1.317 1.762 0.443 0.363
C -0.178 -1.396 0.237 -0.467
C 0.950 0.258 -1.449 -0.205
H 1.230 -0.400 -2.283 0.309
N 0.548 -0.214 -0.189 0.358
H 0.472 -2.094 0.776 0.295
C -1.605 0.749 0.614 -1.356
H -2.250 0.274 -0.168 0.335
C -0.463 -0.081 0.917 0.294
H -0.910 -1.581 -0.455 0.314
H 0.769 1.292 -1.536 0.303
```

Charge ... +1
Spin multiplicity ... 1
Relative energy (zero: lowest compared OMol25 entry of this formula, charge and spin) ... 836.3 kJ/mol
LUMO level ... -6.0 eV



Entry 3:
Molecular formula: C8H11ClO
Method: DFT, wB97M-V/def2-TZVPD

Structure (XYZ):
```
21
Properties=species:S:1:pos:R:3:mulliken_charge:R:1
H -1.325 -2.228 -0.610 0.345
C 0.066 0.990 -0.914 0.287
H -2.753 0.840 1.284 0.319
C -0.596 0.470 0.907 0.701
C 2.862 -0.996 0.432 0.189
H -1.790 2.110 1.869 0.286
H 1.881 -2.304 1.934 0.353
H 0.943 0.832 -2.926 0.312
C 2.142 -1.675 1.120 -0.447
H -1.910 0.111 -0.615 0.215
H 1.356 2.145 -1.928 0.330
C -0.839 -0.086 -0.497 0.393
O 0.131 1.609 0.304 -0.461
C -1.743 0.957 1.744 -1.385
H 0.102 -0.024 1.598 0.179
C 0.700 1.315 -2.018 -1.070
H -0.646 -1.369 -2.161 0.350
C -0.585 -1.514 -1.051 -1.462
Cl 3.667 0.273 -0.264 -0.105
H -2.002 0.538 2.781 0.304
H 0.339 -1.996 -0.990 0.365
```

Spin multiplicity ... 1
Relative energy (zero: lowest compared OMol25 entry of this formula, charge and spin) ... 504.6 kJ/mol
LUMO level ... 0.8 eV



Entry 4:
Molecular formula: C22H38EuP2
Method: DFT, wB97M-V/def2-TZVPD

Structure (XYZ):
```
63
Properties=species:S:1:pos:R:3:mulliken_charge:R:1
H -2.103 0.455 4.814 0.351
H -2.636 1.678 -0.879 0.335
H 2.134 1.213 4.358 0.262
P -0.229 -2.291 0.489 1.497
H 1.730 3.035 -0.848 0.205
H -0.666 -1.803 -2.148 0.580
C 2.128 -0.583 -3.851 -1.246
H -1.312 -0.319 1.136 -0.066
C -0.078 -1.234 -2.894 -0.566
H 3.134 -0.458 -3.455 0.224
H -1.696 -0.422 7.136 0.355
H 0.365 3.734 -1.796 0.383
C 1.514 0.337 6.305 -0.516
H -1.105 -4.536 0.559 0.488
C 1.700 0.754 -4.390 -0.917
C -0.763 0.401 -0.887 0.549
H -0.484 -3.448 2.520 0.517
H -2.345 0.890 -3.491 0.370
C -1.377 0.839 -4.012 -1.265
H 0.136 0.364 -1.609 -0.926
H 0.628 2.084 2.708 0.147
C -1.088 -3.752 -0.209 -1.480
C 1.627 -2.554 0.138 -1.525
C 0.001 0.945 4.450 1.072
H 2.573 1.310 -4.755 0.528
C -0.388 1.836 -3.387 -0.366
H -2.111 -3.394 -0.363 0.378
C 0.414 -0.123 7.058 -0.392
C 0.674 3.377 -0.804 -1.112
H -1.079 -1.745 2.705 0.355
H 0.649 4.240 -0.134 0.482
H -0.397 -0.843 -4.968 0.373
P -0.465 2.192 0.111 0.279
H 1.021 0.605 -5.224 0.194
H 1.592 2.367 -2.930 0.607
C 1.324 0.852 5.032 -0.469
H 1.818 -1.639 -1.974 0.955
C 1.272 -1.129 -2.764 -0.304
H -1.419 0.662 -1.731 0.477
H -2.582 2.813 0.502 0.434
Eu 1.961 0.325 -0.340 0.029
C -2.144 2.578 -0.474 -1.357
H 2.514 0.285 6.715 0.372
H 2.188 -1.340 -4.669 0.379
H 2.463 -1.848 -0.229 0.303
H -1.113 1.409 2.660 0.249
C -1.100 0.430 5.254 -0.307
H -2.186 3.402 -1.190 0.408
H 0.593 -0.496 8.040 0.410
C -0.875 -0.058 6.518 -0.557
H 2.071 -2.961 1.072 0.429
H -2.202 -1.088 -0.289 0.408
C -0.303 -2.404 2.305 -1.430
H 0.720 -2.085 2.580 0.399
C 0.959 1.662 -3.447 -0.180
H -0.858 2.842 -3.256 0.543
C -0.951 -0.624 -4.040 -1.144
H -1.591 1.178 -5.046 0.441
H 1.732 -3.298 -0.674 0.422
H -1.887 -1.259 -4.144 0.404
H -0.686 -4.182 -1.139 0.380
C -0.171 1.515 3.181 -0.946
C -1.244 -0.693 0.093 -0.899
```

Spin multiplicity ... 8
Relative energy (zero: lowest compared OMol25 entry of this formula, charge and spin) ... 476.0 kJ/mol
LUMO level (alpha / beta) ... 0.4 / -0.7 eV



Repeat the fourth record exactly.
Molecular formula: C22H38EuP2
Method: DFT, wB97M-V/def2-TZVPD

Structure (XYZ):
```
63
Properties=species:S:1:pos:R:3:mulliken_charge:R:1
H -2.103 0.455 4.814 0.351
H -2.636 1.678 -0.879 0.335
H 2.134 1.213 4.358 0.262
P -0.229 -2.291 0.489 1.497
H 1.730 3.035 -0.848 0.205
H -0.666 -1.803 -2.148 0.580
C 2.128 -0.583 -3.851 -1.246
H -1.312 -0.319 1.136 -0.066
C -0.078 -1.234 -2.894 -0.566
H 3.134 -0.458 -3.455 0.224
H -1.696 -0.422 7.136 0.355
H 0.365 3.734 -1.796 0.383
C 1.514 0.337 6.305 -0.516
H -1.105 -4.536 0.559 0.488
C 1.700 0.754 -4.390 -0.917
C -0.763 0.401 -0.887 0.549
H -0.484 -3.448 2.520 0.517
H -2.345 0.890 -3.491 0.370
C -1.377 0.839 -4.012 -1.265
H 0.136 0.364 -1.609 -0.926
H 0.628 2.084 2.708 0.147
C -1.088 -3.752 -0.209 -1.480
C 1.627 -2.554 0.138 -1.525
C 0.001 0.945 4.450 1.072
H 2.573 1.310 -4.755 0.528
C -0.388 1.836 -3.387 -0.366
H -2.111 -3.394 -0.363 0.378
C 0.414 -0.123 7.058 -0.392
C 0.674 3.377 -0.804 -1.112
H -1.079 -1.745 2.705 0.355
H 0.649 4.240 -0.134 0.482
H -0.397 -0.843 -4.968 0.373
P -0.465 2.192 0.111 0.279
H 1.021 0.605 -5.224 0.194
H 1.592 2.367 -2.930 0.607
C 1.324 0.852 5.032 -0.469
H 1.818 -1.639 -1.974 0.955
C 1.272 -1.129 -2.764 -0.304
H -1.419 0.662 -1.731 0.477
H -2.582 2.813 0.502 0.434
Eu 1.961 0.325 -0.340 0.029
C -2.144 2.578 -0.474 -1.357
H 2.514 0.285 6.715 0.372
H 2.188 -1.340 -4.669 0.379
H 2.463 -1.848 -0.229 0.303
H -1.113 1.409 2.660 0.249
C -1.100 0.430 5.254 -0.307
H -2.186 3.402 -1.190 0.408
H 0.593 -0.496 8.040 0.410
C -0.875 -0.058 6.518 -0.557
H 2.071 -2.961 1.072 0.429
H -2.202 -1.088 -0.289 0.408
C -0.303 -2.404 2.305 -1.430
H 0.720 -2.085 2.580 0.399
C 0.959 1.662 -3.447 -0.180
H -0.858 2.842 -3.256 0.543
C -0.951 -0.624 -4.040 -1.144
H -1.591 1.178 -5.046 0.441
H 1.732 -3.298 -0.674 0.422
H -1.887 -1.259 -4.144 0.404
H -0.686 -4.182 -1.139 0.380
C -0.171 1.515 3.181 -0.946
C -1.244 -0.693 0.093 -0.899
```

Spin multiplicity ... 8
Relative energy (zero: lowest compared OMol25 entry of this formula, charge and spin) ... 476.0 kJ/mol
LUMO level (alpha / beta) ... 0.4 / -0.7 eV



- Look up the spin multiplicity of the fourth one.
  8